Version A
The following is a DFT calculation (ωB97M-V/def2-TZVPD) of a cluster of 2 separate species, C4H9N in total.

Its SMILES is C=CN.C=C.

Structure (ORCA input):
```
! RIJCOSX wB97M-V def2-TZVPD def2/J DEFGRID3
* xyz 0 1
C -1.9944 2.2170 3.1115
C -1.1409 1.9634 4.1019
H -2.9848 2.6315 3.2359
H -1.6024 2.2177 2.0974
H -1.4575 2.2823 5.0868
H -0.1759 1.5700 3.8235
C 2.0124 -1.3951 -1.8785
C 0.7805 -1.5191 -2.3893
N 0.4993 -1.9739 -3.6979
H 2.6961 -2.1463 -2.2679
H 2.1699 -0.9543 -0.9058
H -0.1531 -1.4966 -1.8308
H 0.0058 -1.2684 -4.2429
H 1.3448 -2.1282 -4.2438
*
```

Mulliken atomic charge list, values in e, 6 entries: -0.49, -0.40, 0.24, 0.20, 0.22, 0.23

Version B
The following is a DFT calculation (ωB97M-V/def2-TZVPD) of the molecule C4H9N.

Structure (ORCA input):
```
! RIJCOSX wB97M-V def2-TZVPD def2/J DEFGRID3
* xyz 0 1
C -1.5155 0.9092 -0.7707
C -0.8337 0.2322 0.3750
C 0.6036 -1.4427 1.1628
N 0.3404 -0.4021 0.3532
C 1.4523 0.0923 -0.4726
H -2.5173 1.1797 -0.4201
H -1.0372 1.8388 -1.1068
H -1.6583 0.2641 -1.6515
H -1.3851 0.0750 1.2926
H -0.2518 -1.8574 1.6824
H 1.6037 -1.5346 1.5656
H 1.7356 1.0789 -0.0999
H 2.2899 -0.6025 -0.3834
H 1.1736 0.1691 -1.5268
*
```

Mulliken atomic charge list, values in e, 6 entries: -1.08, -0.13, -0.59, 0.08, -0.99, 0.30

Version C
The following is a DFT calculation (ωB97M-V/def2-TZVPD) of the molecule C4H9N.

Its SMILES is C=C(N)CC.

Structure (ORCA input):
```
! RIJCOSX wB97M-V def2-TZVPD def2/J DEFGRID3
* xyz 0 1
C -0.8108 -1.2458 1.2977
C 0.4361 -0.5274 0.7694
C 0.2266 0.3315 -0.4454
C -0.0713 -0.1275 -1.6526
N 0.3245 1.7029 -0.1726
H -1.6951 -0.6503 1.1045
H -0.9335 -2.1671 0.7352
H -0.7358 -1.4196 2.3660
H 0.9715 0.0245 1.5276
H 1.2120 -1.2443 0.5224
H -0.2173 -1.2079 -1.7434
H -0.2547 0.3231 -2.6176
H 0.7497 1.9600 0.7006
H 0.5118 2.3554 -0.9135
*
```

Mulliken atomic charge list, values in e, 6 entries: -1.06, -0.75, 0.76, -1.05, -0.48, 0.32

Which of them is most stable, and which least? Most stable: version C; least stable: version B.

Version A
The following is a DFT calculation (ωB97M-V/def2-TZVPD) of a structure of composition C4H9N.

Structure (ORCA input):
```
! RIJCOSX wB97M-V def2-TZVPD def2/J DEFGRID3
* xyz 0 1
C 1.6300 0.5967 -0.9773
C 0.7073 -0.0882 0.0021
C 0.3913 0.5322 1.3104
N -0.6943 0.3256 -0.0459
C -1.7362 -0.6759 0.1492
H 2.6736 0.4107 -0.7023
H 1.4670 0.2310 -1.9961
H 1.4639 1.6771 -0.9579
H 0.7716 -1.1780 -0.0286
H -0.6597 1.2083 0.6401
H 0.0433 -0.2390 2.0165
H -1.3820 -1.5287 0.7427
H -2.5870 -0.2248 0.6672
H -2.0890 -1.0470 -0.8201
*
```

Mulliken atomic charge list, values in e, 6 entries: -1.46, 0.36, -0.73, -0.20, -0.83, 0.35

Version B
The following is a DFT calculation (ωB97M-V/def2-TZVPD) of the molecule C4H9N.

Its SMILES is CC/C=C/N.

Structure (ORCA input):
```
! RIJCOSX wB97M-V def2-TZVPD def2/J DEFGRID3
* xyz 0 1
C 1.4233 -0.8821 -1.0628
C 0.9396 0.5236 -0.7027
C 0.0554 0.5167 0.5268
C -1.2581 0.3099 0.4558
N -2.1517 0.2842 1.5127
H 1.7046 -1.4720 -0.1878
H 2.3258 -0.8786 -1.6757
H 0.6439 -1.4413 -1.5707
H 1.8094 1.1485 -0.4749
H 0.4551 0.9973 -1.5613
H 0.5716 0.6316 1.4704
H -1.7149 0.2607 -0.5306
H -3.0588 -0.1237 1.3738
H -1.7452 0.1252 2.4271
*
```

Mulliken atomic charge list, values in e, 6 entries: -1.06, -0.55, -0.38, -0.06, -0.48, 0.33

Version C
The following is a DFT calculation (ωB97M-V/def2-TZVPD) of the molecule C4H9N.

Its SMILES is C=C(N)CC.

Structure (ORCA input):
```
! RIJCOSX wB97M-V def2-TZVPD def2/J DEFGRID3
* xyz 0 1
C -0.8098 0.4311 1.6010
C -0.8702 0.1050 0.0998
C 0.4130 -0.2337 -0.6084
C 1.2693 0.7597 -0.8641
N 0.4682 -1.4882 -1.2281
H -0.3007 -0.3636 2.1425
H -0.2855 1.3729 1.7433
H -1.8564 0.5869 1.8635
H -1.6296 -0.6606 -0.0850
H -1.2563 1.0018 -0.3925
H 1.1746 1.8160 -0.6824
H 2.1801 0.6205 -1.4541
H 0.1078 -2.2269 -0.6232
H 1.3955 -1.7209 -1.5121
*
```

Mulliken atomic charge list, values in e, 6 entries: -0.96, -0.74, 0.81, -1.10, -0.54, 0.32

Which of them is most stable, and which least? Most stable: version B; least stable: version A.

Version A
The following is a DFT calculation (ωB97M-V/def2-TZVPD) of the molecule C4H9N.

Its SMILES is C1CCNC1.

Structure (ORCA input):
```
! RIJCOSX wB97M-V def2-TZVPD def2/J DEFGRID3
* xyz 0 1
N -0.5991 -0.8026 1.0035
C -0.5731 -1.0168 -0.4398
C -0.2943 0.3334 -1.1070
C 0.8343 0.8245 -0.2063
C 0.1197 0.4703 1.1858
H -0.1922 -1.5995 1.4614
H -1.4648 -1.4943 -0.8505
H 0.2121 -1.7559 -0.7215
H -1.1765 0.9593 -1.0183
H -0.0077 0.2316 -2.1588
H 1.1823 1.8557 -0.3194
H 1.7226 0.2034 -0.2214
H -0.6475 1.2129 1.4303
H 0.8841 0.5780 1.9620
*
```

Mulliken atomic charge list, values in e, 6 entries: -0.39, -0.53, -0.56, -0.56, -0.56, 0.27

Version B
The following is a DFT calculation (ωB97M-V/def2-TZVPD) of the molecule C4H9N.

Its SMILES is C/C=C/CN.

Structure (ORCA input):
```
! RIJCOSX wB97M-V def2-TZVPD def2/J DEFGRID3
* xyz 0 1
N -0.1280 2.3166 -0.5052
C -0.8692 1.1776 0.0838
C 1.0182 -2.2876 0.0046
C -0.1430 -1.3349 0.3512
C 0.0895 -0.0176 0.2727
H 0.3858 2.2340 -1.3500
H -0.7535 3.1448 -0.5768
H -1.7946 0.8936 -0.5151
H -1.2969 1.2973 1.1095
H 1.9487 -1.9874 0.5775
H 0.8611 -3.3028 0.4707
H 1.0222 -2.3246 -1.0355
H -1.1647 -1.7297 0.4247
H 1.1141 0.3342 0.1572
*
```

Mulliken atomic charge list, values in e, 6 entries: -0.59, -0.29, -1.02, -0.13, -0.38, 0.18

Which of them is most stable, and which least? Most stable: version A; least stable: version B.